a.
Computed, not measured: a cluster of 2 separate species, CH3ClN2O2 in total, with the ωB97M-V functional and the def2-TZVPD basis.

XYZ file:
```
9
Properties=species:S:1:pos:R:3:nbo_charge:R:1
C -1.033 -0.511 -0.111 -0.2003
N 0.221 0.147 -0.430 -0.2414
N 1.682 1.359 1.165 0.2027
O 1.232 -0.647 -0.345 -0.3778
O 2.253 0.402 0.904 -0.0822
Cl -2.441 0.604 -0.229 -0.0691
H -1.317 -1.455 -0.679 0.2102
H -0.886 -0.713 0.877 0.2018
H 0.290 0.814 -1.153 0.3563
```

Kohn-Sham gap (alpha / beta) = 8.91 / 8.22 eV
E_LUMO (alpha / beta) = -0.0013 / -0.0134 hartree
M = 110.50 Da

b.
Computed, not measured: the molecule CH3ClN2O2, with the ωB97M-V functional and the def2-TZVPD basis.

XYZ file:
```
9
Properties=species:S:1:pos:R:3:nbo_charge:R:1
C 0.918 0.453 -0.410 -0.2729
N -0.982 -0.744 0.333 0.0797
N -0.448 0.430 0.067 0.2003
O -2.107 -1.028 0.731 -0.4331
O -1.138 1.455 0.101 -0.4458
Cl 1.928 -0.814 0.297 -0.0147
H 0.729 0.400 -1.515 0.2403
H 1.521 1.383 -0.126 0.2645
H -0.420 -1.535 0.522 0.3816
```

Kohn-Sham gap (alpha / beta) = 9.01 / 9.00 eV
E_LUMO (alpha / beta) = 0.0060 / 0.0080 hartree
M = 110.50 Da

c.
Computed, not measured: a cluster of 2 separate species, CH3ClN2O2 in total, with the ωB97M-V functional and the def2-TZVPD basis.

XYZ file:
```
9
Properties=species:S:1:pos:R:3:nbo_charge:R:1
C -1.430 -0.503 0.457 -0.2037
N 1.829 0.609 0.392 0.3415
N -0.969 0.001 -0.649 0.0028
O 2.300 1.520 -0.076 -0.1711
O 0.192 0.255 -1.037 -0.4938
Cl 2.999 -0.940 0.242 -0.2402
H -0.831 -0.708 1.344 0.2123
H -2.445 -0.513 0.616 0.1900
H -1.646 0.279 -1.288 0.3622
```

Kohn-Sham gap = 9.57 eV
E_LUMO = 0.0000 hartree
M = 110.50 Da
SMILES string = C=[NH+][O-].O=NCl

Q: Which of them is the least stable? A: a.